<P>
DFT (wB97M-V/def2-TZVPD) results for a cluster of 2 separate species, C3H8OS2 in total.

```
14
Properties=species:S:1:pos:R:3
C -1.713 -1.822 -0.896
C -1.902 -0.753 -0.106
O -2.991 -0.552 0.715
H -1.290 -1.662 -1.879
H -1.851 -2.824 -0.512
H -1.152 0.029 -0.092
H -2.895 -1.040 1.548
C 2.423 1.943 -0.245
S 2.283 0.135 -0.506
S 1.440 -0.493 1.273
H 1.657 2.395 -0.852
H 2.246 2.135 0.809
H 3.427 2.283 -0.492
H 0.317 0.225 1.234
```

Values from the calculation:
Structure (SMILES)   C=CO.CSS
HOMO-LUMO gap   9.120 eV
E_HOMO   -8.8 eV
Molar mass   124.2 g/mol

---

<Q>
DFT (wB97M-V/def2-TZVPD) results for a cluster of 2 separate species, C3H8OS2 in total.

```
14
Properties=species:S:1:pos:R:3
C -0.382 1.510 0.170
C -0.679 0.023 0.127
S 0.635 -0.877 0.997
C 1.082 0.424 2.198
S 0.125 1.938 1.911
H 0.455 1.609 -0.548
H -1.127 2.292 -0.072
H -0.721 -0.375 -0.905
H -1.640 -0.219 0.620
H 0.708 0.166 3.208
H 2.162 0.651 2.287
O -0.357 -2.104 -3.084
H 0.571 -2.427 -3.131
H -0.832 -2.612 -3.779
```

Values from the calculation:
Structure (SMILES)   C1CSCS1.O
HOMO-LUMO gap   9.098 eV
E_HOMO   -8.5 eV
Molar mass   124.2 g/mol

---

Which is the most stable structure? <Q> is the most stable.

---

<P>
DFT (wB97M-V/def2-TZVPD) results for a cluster of 2 separate species, C3H8OS2 in total.

```
14
Properties=species:S:1:pos:R:3
C -2.419 -0.138 1.055
C -2.331 -1.348 0.024
O -1.627 -1.295 -0.948
H -1.455 0.472 1.116
H -3.323 0.478 0.918
H -2.601 -0.386 2.121
H -2.926 -2.301 0.251
C 2.816 1.522 -1.117
S 1.784 0.066 -1.299
S 1.414 -0.661 0.646
H 2.966 1.767 -0.085
H 3.846 1.331 -1.379
H 2.327 2.363 -1.681
H 1.527 -1.870 0.378
```

Values from the calculation:
Structure (SMILES)   CC=O.CSS
HOMO-LUMO gap   8.779 eV
E_HOMO   -8.3 eV
Molar mass   124.2 g/mol

---

<Q>
DFT (wB97M-V/def2-TZVPD) results for a cluster of 2 separate species, C3H8OS2 in total.

```
14
Properties=species:S:1:pos:R:3
C 3.076 -0.064 3.223
C 2.040 -0.308 2.391
O 1.701 0.618 1.393
H 3.178 -0.563 4.146
H 3.507 0.974 3.334
H 1.899 -1.394 2.350
H 2.522 1.227 1.584
C -2.491 -0.387 0.115
S -1.857 0.585 -1.479
S -0.167 -0.535 -1.967
H -2.774 -1.427 -0.019
H -1.944 -0.141 1.067
H -3.381 0.173 0.295
H 0.009 -0.050 -3.147
```

Values from the calculation:
Structure (SMILES)   C=CO.CSS
HOMO-LUMO gap   8.688 eV
E_HOMO   -8.0 eV
Molar mass   124.2 g/mol

---

<R>
DFT (wB97M-V/def2-TZVPD) results for a cluster of 2 separate species, C3H8OS2 in total.

```
14
Properties=species:S:1:pos:R:3
C -0.675 1.255 0.141
C 1.348 -0.836 -0.399
C 0.001 -0.872 0.283
O -2.073 1.264 0.156
S 2.571 0.315 0.220
S -1.388 -1.875 -0.095
H -0.056 1.366 -0.764
H -0.119 1.617 1.067
H 1.323 -0.514 -1.525
H 1.880 -1.682 -0.286
H 0.037 -0.961 1.334
H -2.597 0.731 -0.538
H 1.987 1.433 -0.200
H -2.238 -1.241 0.606
```

Values from the calculation:
HOMO-LUMO gap   8.655 eV
E_HOMO   -8.0 eV
Molar mass   124.2 g/mol

---

<S>
DFT (wB97M-V/def2-TZVPD) results for a cluster of 2 separate species, C3H8OS2 in total.

```
14
Properties=species:S:1:pos:R:3
C 0.512 2.171 -2.772
C 0.401 1.386 -1.686
O 1.144 1.586 -0.553
H -0.326 2.399 -3.407
H 1.520 2.579 -2.837
H 0.002 0.373 -1.744
H 2.096 1.440 -0.511
C -0.754 0.740 1.483
S -1.269 -0.972 1.301
S 0.457 -1.730 0.402
H -1.403 1.255 2.188
H 0.268 0.890 1.805
H -0.951 1.277 0.561
H 0.114 -2.997 0.664
```

Values from the calculation:
Structure (SMILES)   C=CO.CSS
HOMO-LUMO gap   8.568 eV
E_HOMO   -8.1 eV
Molar mass   124.2 g/mol

---

Which is the most stable structure? <P> is the most stable.

---

<P>
DFT (wB97M-V/def2-TZVPD) results for a cluster of 2 separate species, C3H8OS2 in total.

```
14
Properties=species:S:1:pos:R:3
C -1.660 -1.196 0.702
C -1.914 -0.304 -0.259
O -1.562 1.016 -0.193
H -2.416 -1.956 0.895
H -0.901 -1.104 1.466
H -2.467 -0.580 -1.151
H -1.457 1.217 0.734
C 1.566 -0.014 -1.284
S 1.994 -0.317 0.474
S 2.165 1.744 1.050
H 1.379 -0.991 -1.724
H 0.715 0.651 -1.436
H 2.484 0.446 -1.626
H 2.074 1.389 2.351
```

Values from the calculation:
Structure (SMILES)   C=CO.CSS
HOMO-LUMO gap   8.591 eV
E_HOMO   -8.3 eV
Molar mass   124.2 g/mol

---

<Q>
DFT (wB97M-V/def2-TZVPD) results for a cluster of 2 separate species, C3H8OS2 in total.

```
14
Properties=species:S:1:pos:R:3
C 2.372 2.562 -0.238
C 1.743 2.000 0.997
O 2.223 2.033 2.095
H 1.874 3.349 -0.787
H 2.466 1.725 -0.940
H 3.388 2.856 0.007
H 0.767 1.500 0.831
C -2.478 -2.926 0.207
S -2.861 -2.227 -1.436
S -1.667 -0.544 -1.345
H -2.649 -2.128 0.913
H -1.468 -3.309 0.210
H -3.158 -3.758 0.379
H -0.551 -1.132 -0.894
```

Values from the calculation:
Structure (SMILES)   CC=O.CSS
HOMO-LUMO gap   9.103 eV
E_HOMO   -8.7 eV
Molar mass   124.2 g/mol

---

Which is the most stable structure? <Q> is the most stable.

---

<P>
DFT (wB97M-V/def2-TZVPD) results for the molecule C21H24N2O4.

```
51
Properties=species:S:1:pos:R:3
C 3.700 0.245 3.322
C 3.183 -0.506 4.543
C 2.885 -1.971 4.229
O 1.831 -2.076 3.274
C 2.148 -2.484 2.038
O 3.255 -2.830 1.701
C 0.981 -2.460 1.127
C 1.160 -2.877 -0.193
C 0.115 -2.825 -1.086
C -1.137 -2.349 -0.682
O -2.079 -2.305 -1.666
C -3.289 -1.602 -1.487
C -3.140 -0.059 -1.542
O -2.772 0.494 -0.307
C -2.169 0.344 -2.681
N -1.571 1.625 -2.446
C -2.060 2.867 -2.772
C -3.311 3.051 -3.547
N -1.311 3.838 -2.345
C -0.268 3.250 -1.676
C 0.816 3.813 -1.014
C 1.719 2.957 -0.416
C 1.565 1.572 -0.474
C 0.497 0.990 -1.129
C -0.418 1.844 -1.725
C -1.327 -1.966 0.644
C -0.273 -2.021 1.536
H 2.943 0.269 2.541
H 3.951 1.269 3.585
H 4.589 -0.241 2.924
H 3.927 -0.481 5.341
H 2.271 -0.030 4.908
H 2.544 -2.496 5.126
H 3.774 -2.467 3.827
H 2.134 -3.225 -0.499
H 0.238 -3.136 -2.111
H -3.786 -1.878 -0.552
H -3.912 -1.924 -2.325
H -4.138 0.352 -1.734
H -1.820 0.391 -0.168
H -1.364 -0.395 -2.747
H -2.707 0.351 -3.631
H -3.245 2.550 -4.513
H -4.162 2.646 -3.001
H -3.463 4.113 -3.707
H 0.935 4.883 -0.975
H 2.570 3.364 0.109
H 2.298 0.936 0.000
H 0.401 -0.086 -1.173
H -2.287 -1.614 0.989
H -0.422 -1.711 2.558
```

Values from the calculation:
Structure (SMILES)   CCCOC(=O)c1ccc(OC[C@@H](O)Cn2c(C)nc3ccccc32)cc1
HOMO-LUMO gap   8.970 eV
E_HOMO   -8.4 eV
Molar mass   368.4 g/mol

---

<Q>
DFT (wB97M-V/def2-TZVPD) results for the molecule C21H24N2O4.

```
51
Properties=species:S:1:pos:R:3
C -4.166 -0.368 1.134
C -3.820 -1.788 0.677
C -4.816 -2.284 -0.373
C -2.402 -1.818 0.164
C -2.037 -1.115 -0.977
C -0.719 -1.071 -1.386
C 0.273 -1.722 -0.665
C 1.718 -1.489 -0.997
C 2.217 -0.279 -0.154
N 1.304 0.826 -0.267
C 0.306 1.024 0.626
O 0.230 0.386 1.661
C -0.701 2.064 0.270
C -1.515 2.539 1.295
C -2.511 3.460 1.037
C -2.712 3.914 -0.257
C -1.915 3.440 -1.285
C -0.914 2.519 -1.028
C 3.579 0.155 -0.680
O 3.706 1.061 -1.477
N 4.610 -0.606 -0.251
C 5.971 -0.295 -0.599
C 6.811 0.163 0.580
O 7.981 0.417 0.519
O 6.102 0.237 1.709
C -0.095 -2.461 0.449
C -1.416 -2.512 0.852
H -4.147 0.323 0.294
H -5.158 -0.343 1.580
H -3.441 -0.025 1.868
H -3.883 -2.451 1.546
H -4.829 -1.627 -1.238
H -5.819 -2.316 0.047
H -4.548 -3.285 -0.705
H -2.781 -0.571 -1.541
H -0.453 -0.507 -2.269
H 2.328 -2.363 -0.764
H 1.833 -1.249 -2.056
H 2.255 -0.564 0.902
H 1.441 1.427 -1.065
H -1.347 2.162 2.293
H -3.135 3.822 1.841
H -3.492 4.632 -0.465
H -2.077 3.786 -2.296
H -0.321 2.149 -1.851
H 4.461 -1.262 0.500
H 5.938 0.518 -1.333
H 6.471 -1.153 -1.063
H 6.656 0.556 2.440
H 0.660 -2.980 1.022
H -1.680 -3.075 1.735
```

Values from the calculation:
Structure (SMILES)   CC(C)c1ccc(C[C@H](NC(=O)c2ccccc2)C(=O)NCC(=O)O)cc1
HOMO-LUMO gap   9.159 eV
E_HOMO   -8.7 eV
Molar mass   368.4 g/mol

---

Which is the most stable structure? <Q> is the most stable.

---

<P>
DFT (wB97M-V/def2-TZVPD) results for a cluster of 2 separate species, C11H15N in total.

```
27
Properties=species:S:1:pos:R:3
C -1.333 2.550 -0.031
C 1.296 0.001 0.784
C 0.463 0.705 -0.148
C -0.422 1.552 0.540
C -0.193 1.288 1.879
C 2.126 -0.988 0.253
C 2.294 -1.241 -1.131
C 0.625 0.501 -1.511
C 1.405 -0.508 -1.966
N 0.748 0.327 2.113
H 0.830 -0.284 2.891
H 2.575 -1.624 0.985
H -0.506 1.850 2.723
H 2.976 -1.880 -1.490
H -0.146 0.967 -2.163
H -2.195 2.854 0.521
H -1.787 2.045 -0.878
H 1.375 -0.778 -2.953
H -0.864 3.519 -0.335
C -1.911 -1.984 0.119
C -3.096 -1.591 -0.787
H -1.681 -1.276 0.944
H -2.236 -2.939 0.524
H -0.964 -2.001 -0.439
H -3.829 -0.952 -0.296
H -2.713 -1.056 -1.683
H -3.599 -2.454 -1.156
```

Values from the calculation:
HOMO-LUMO gap (spin up / spin down)   3.025 / 6.562 eV
Multiplicity   2
E_HOMO (spin up / spin down)   0.8 / -2.8 eV
Total charge   -1
Molar mass   161.2 g/mol

---

<Q>
DFT (wB97M-V/def2-TZVPD) results for a cluster of 2 separate species, C11H15N in total.

```
27
Properties=species:S:1:pos:R:3
C -0.537 -2.853 1.003
C 0.434 -4.040 1.264
H 0.105 -2.162 0.590
H -1.164 -3.277 0.188
H -1.259 -2.844 1.832
H -0.148 -4.851 1.797
H 1.166 -3.809 2.000
H 1.048 -4.563 0.369
C 0.568 4.010 0.574
C 0.476 0.655 -1.165
C -0.230 1.759 -0.477
C 0.718 2.663 -0.093
C 1.933 2.225 -0.600
C -0.033 -0.596 -1.535
C -1.372 -0.700 -1.133
C -1.653 1.629 -0.241
C -2.194 0.412 -0.462
N 1.818 0.966 -1.090
H 2.498 0.425 -1.544
H 0.541 -1.465 -1.878
H 2.982 2.572 -0.505
H -1.926 -1.667 -1.124
H -2.325 2.526 -0.143
H 1.188 3.953 1.451
H -0.426 4.067 1.146
H -3.188 0.098 -0.192
H 0.983 4.868 -0.030
```

Values from the calculation:
HOMO-LUMO gap (spin up / spin down)   2.985 / 6.154 eV
Multiplicity   2
E_HOMO (spin up / spin down)   0.7 / -2.6 eV
Total charge   -1
Molar mass   161.2 g/mol

---

Which is the most stable structure? <P> is the most stable.

---

<P>
DFT (wB97M-V/def2-TZVPD) results for the molecule C4H8O2Se.

```
15
Properties=species:S:1:pos:R:3
O 0.528 -1.497 -1.045
C 0.143 -0.194 -0.849
C 1.320 0.524 -0.123
Se 0.997 0.851 1.719
C -0.558 -0.357 1.399
C -1.057 0.063 0.048
O -1.511 1.404 -0.039
H 0.230 -1.925 -1.811
H -0.081 0.393 -1.771
H 2.132 -0.203 -0.240
H 1.736 1.392 -0.661
H -1.165 -0.295 2.255
H -0.142 -1.386 1.263
H -1.910 -0.653 -0.174
H -0.662 1.883 0.028
```

Values from the calculation:
Structure (SMILES)   O[C@@H]1C[Se]C[C@H]1O
HOMO-LUMO gap   9.018 eV
E_HOMO   -8.4 eV
Molar mass   167.1 g/mol

---

<Q>
DFT (wB97M-V/def2-TZVPD) results for the molecule C4H8O2Se.

```
15
Properties=species:S:1:pos:R:3
O -0.273 -1.723 0.860
C -0.821 -0.391 0.915
C -0.108 0.705 0.139
O -0.985 1.539 -0.582
C 0.838 0.156 -1.013
C 2.195 -0.516 -0.507
Se 3.531 0.355 -0.013
H 0.542 -1.821 1.385
H -0.958 -0.044 1.954
H -1.817 -0.504 0.642
H 0.432 1.446 0.730
H -1.747 1.029 -0.776
H 0.989 1.029 -1.664
H 0.322 -0.596 -1.567
H 2.004 -1.590 -0.280
```

Values from the calculation:
Structure (SMILES)   OC[C@H](O)CC=[Se]
HOMO-LUMO gap   8.028 eV
E_HOMO   -8.4 eV
Molar mass   167.1 g/mol

---

Which is the most stable structure? <P> is the most stable.

---

<P>
DFT (wB97M-V/def2-TZVPD) results for the molecule C4H8ClNO2.

```
16
Properties=species:S:1:pos:R:3
O 0.303 1.758 1.114
C 0.606 0.811 0.126
C -0.432 0.743 -1.010
C -1.244 -0.516 -0.690
Cl -2.627 -0.084 0.378
N -0.392 -1.404 0.035
C 0.562 -0.591 0.788
O 1.831 -1.162 0.779
H 0.344 2.642 0.732
H 1.619 0.974 -0.268
H -1.057 1.634 -1.037
H 0.059 0.617 -1.976
H -1.691 -0.996 -1.561
H 0.104 -2.038 -0.582
H 0.178 -0.460 1.810
H 1.837 -1.929 1.361
```

Values from the calculation:
Structure (SMILES)   O[C@@H]1C[C@H](Cl)N[C@H]1O
HOMO-LUMO gap   10.357 eV
E_HOMO   -9.6 eV
Molar mass   137.6 g/mol

---

<Q>
DFT (wB97M-V/def2-TZVPD) results for a cluster of 2 separate species, C4H8ClNO2 in total.

```
16
Properties=species:S:1:pos:R:3
C 2.505 -0.602 1.156
C -2.152 -0.283 -0.050
C 1.569 0.336 0.321
C -0.804 0.277 -0.254
N 0.188 0.017 0.562
O 1.966 -1.168 2.043
O 3.787 -0.654 0.862
Cl 0.333 -0.977 -2.278
H -2.084 -1.229 -0.586
H -2.413 -0.517 0.973
H -2.808 0.522 -0.455
H 1.604 0.095 -0.870
H 2.049 1.368 0.502
H -0.545 1.015 -0.937
H 4.079 0.187 0.539
H 0.248 -0.700 1.312
```

Values from the calculation:
HOMO-LUMO gap   8.790 eV
E_HOMO   -8.8 eV
Molar mass   137.6 g/mol

---

Which is the most stable structure? <P> is the most stable.

---

<P>
DFT (wB97M-V/def2-TZVPD) results for a cluster of 2 separate species, C2H8NO2 in total.

```
13
Properties=species:S:1:pos:R:3
C 1.441 -1.062 -0.136
C 1.605 1.303 -0.004
N 0.872 0.209 -0.053
O -3.364 0.496 -0.067
O -2.022 -0.119 0.169
H 2.568 -1.149 0.208
H 0.752 -1.640 0.394
H 1.396 -1.583 -1.159
H 1.032 2.253 0.254
H 2.662 1.113 0.030
H -0.216 0.326 0.036
H -3.875 0.169 0.649
H -3.796 -0.122 -0.823
```

Values from the calculation:
HOMO-LUMO gap   9.189 eV
E_HOMO   -14.0 eV
Total charge   +1
Molar mass   78.1 g/mol

---

<Q>
DFT (wB97M-V/def2-TZVPD) results for a cluster of 2 separate species, C2H8NO2 in total.

```
13
Properties=species:S:1:pos:R:3
C -0.855 -0.425 1.677
C 0.117 -0.274 -0.514
N 0.931 1.000 -0.346
O -0.814 0.116 -1.432
O 0.908 -1.336 -0.896
H -0.218 -1.177 2.181
H -0.675 0.671 1.906
H -1.847 -0.659 1.536
H 1.403 0.957 0.507
H 0.306 1.780 -0.262
H 1.641 1.113 -1.066
H -1.646 -0.507 -1.429
H 0.749 -1.258 -1.862
```

Values from the calculation:
HOMO-LUMO gap   9.644 eV
E_HOMO   -14.0 eV
Total charge   +1
Molar mass   78.1 g/mol

---

<R>
DFT (wB97M-V/def2-TZVPD) results for a cluster of 2 separate species, C2H8NO2 in total.

```
13
Properties=species:S:1:pos:R:3
C 1.532 -0.257 0.486
C -0.317 0.771 -0.548
N 0.796 0.125 -0.735
O -0.519 1.600 0.440
O -1.927 -0.938 -0.007
H 1.402 0.250 1.422
H 1.243 -1.218 0.839
H 2.540 -0.389 0.156
H -1.057 0.866 -1.376
H 0.915 -0.240 -1.659
H -2.590 -0.959 0.725
H 0.167 1.932 1.032
H -2.184 -1.543 -0.775
```

Values from the calculation:
HOMO-LUMO gap   12.271 eV
E_HOMO   -16.1 eV
Total charge   +1
Molar mass   78.1 g/mol

---

Which is the most stable structure? <R> is the most stable.

---

<P>
DFT (wB97M-V/def2-TZVPD) results for a cluster of 2 separate species, C4H8O4 in total.

```
16
Properties=species:S:1:pos:R:3
O 2.893 0.345 0.337
C 1.984 0.074 -0.393
C 0.721 0.922 -0.387
C -0.608 0.275 -0.764
C -0.689 -1.134 -0.296
O -1.046 -2.101 -0.929
O -0.291 -1.277 0.991
H 1.862 -0.715 -1.144
H 0.545 1.629 0.456
H 0.865 1.700 -1.164
H -0.554 0.059 -1.852
H -1.548 0.821 -0.538
H -0.046 -2.214 1.026
O -2.156 2.224 1.007
H -1.559 1.830 1.639
H -3.017 2.244 1.466
```

Values from the calculation:
Structure (SMILES)   O=CCCC(=O)O.O
HOMO-LUMO gap   10.618 eV
E_HOMO   -10.1 eV
Molar mass   120.1 g/mol

---

<Q>
DFT (wB97M-V/def2-TZVPD) results for a cluster of 2 separate species, C4H8O4 in total.

```
16
Properties=species:S:1:pos:R:3
O 2.986 -0.015 0.124
C 2.009 -0.318 -0.497
C 0.792 0.577 -0.619
C -0.535 -0.236 -0.417
C -0.288 -1.613 0.174
O -0.489 -2.667 -0.356
O 0.100 -1.487 1.466
H 1.869 -1.217 -1.131
H 0.736 1.475 -0.025
H 0.843 1.000 -1.632
H -1.076 -0.442 -1.338
H -1.156 0.291 0.291
H 0.381 -2.354 1.794
O -2.236 2.134 1.024
H -2.625 2.484 0.213
H -1.311 2.390 0.930
```

Values from the calculation:
Structure (SMILES)   O=CCCC(=O)O.O
HOMO-LUMO gap   10.580 eV
E_HOMO   -10.1 eV
Molar mass   120.1 g/mol

---

Which is the most stable structure? <Q> is the most stable.